Computed, not measured: a cluster of 4 separate species, C42H86N4O5S in total, with ωB97M-V/def2-TZVPD.

Geometry (Å):
S1 -0.21112 -5.54174 2.94868
O1 0.33867 -4.32140 2.46312
O2 -2.12489 -3.89124 3.21631
O3 0.27935 -5.94183 4.22426
O4 -1.89625 -6.51485 -0.39874
O5 0.08109 -6.62921 1.81103
N1 1.50197 4.65379 -2.45005
N2 5.54468 3.19529 4.21668
N3 -3.85261 -7.22532 6.51263
N4 -2.90905 5.36535 -6.68200
C1 3.61922 5.77484 -1.56083
C2 1.34985 -2.38584 0.30029
C3 -1.68897 5.73728 -8.80844
C4 -1.29711 1.11031 0.78827
C5 -3.88400 -1.37431 1.84268
C6 -1.77319 4.97470 -7.49397
C7 -2.68100 -5.98493 4.20854
C8 5.00820 4.98614 2.58329
C9 3.13971 -3.91257 1.29668
C10 -0.40580 -0.87333 -0.66756
C11 0.62558 -1.04319 0.43610
C12 -3.53890 -5.92927 6.44203
C13 2.09386 4.04309 -3.62360
C14 6.58709 2.53557 4.98367
C15 -4.55370 -3.42570 0.41250
C16 2.37969 -2.57883 1.40109
C17 -2.21166 -6.87853 0.94692
C18 1.13444 3.74260 -1.38217
C19 7.48519 1.52459 4.26116
C20 -2.82820 4.89518 -5.31021
C21 -4.25630 -5.62837 1.69877
C22 -4.20889 5.24980 -7.31862
C23 -3.02918 -7.33273 4.23734
C24 2.16321 5.87631 -2.03019
C25 2.23124 2.84143 -0.80058
C26 -3.52045 -2.32743 0.69017
C27 -1.00879 -7.53206 1.59103
C28 4.52052 1.41104 2.69057
C29 -2.10483 0.43444 1.90870
C30 -2.05263 -5.28130 3.01133
C31 -2.71838 -5.58853 1.65160
C32 6.05574 4.04157 3.15609
C33 4.67010 -3.73562 1.09411
C34 -4.93586 -4.25656 1.64931
C35 4.39495 2.37435 3.87741
C36 -2.84465 3.38222 -5.06442
C37 -3.56978 0.09749 1.55013
C38 -2.96008 -5.28034 5.37172
C39 -4.62047 3.88095 -7.87474
C40 -3.57308 -7.87514 5.37612
C41 -1.33569 0.37556 -0.55904
C42 1.20940 2.96933 -4.24019
H1 -3.00418 -7.62542 0.89047
H2 4.04218 6.77774 -1.46835
H3 -0.74961 5.50389 -9.31165
H4 -6.00702 -4.44877 1.56894
H5 0.14749 -0.76979 -1.60212
H6 2.81204 2.33748 -1.57484
H7 6.12910 2.04836 5.84873
H8 -3.45420 -1.72026 -0.21464
H9 -2.72324 -4.23244 5.44951
H10 1.77412 2.06249 -0.18530
H11 1.38805 -0.26239 0.37460
H12 -0.29296 1.35276 1.12886
H13 -1.59035 -0.43847 2.30660
H14 3.54928 3.04051 3.68175
H15 -2.52434 -2.74034 0.84563
H16 2.12507 6.57968 -2.86869
H17 7.88844 1.92468 3.33036
H18 3.08712 3.61288 -3.41997
H19 -4.57948 -6.16553 0.80714
H20 -2.88484 -7.96153 3.37427
H21 2.77599 -4.45304 0.42333
H22 1.63298 2.63970 -5.19015
H23 3.53014 1.03979 2.41566
H24 2.99988 -4.53299 2.17609
H25 -4.82965 -3.68612 2.57290
H26 -2.49810 5.47062 -9.48998
H27 -1.04696 1.09150 -1.32990
H28 4.24327 5.22323 -2.26467
H29 -2.33992 0.05962 -0.82724
H30 -3.63326 5.35727 -4.73235
H31 5.21360 -3.96501 2.00733
H32 -1.02037 -1.76755 -0.76836
H33 -2.57438 3.18123 -4.02486
H34 -3.80608 -8.93596 5.36649
H35 0.20126 -1.03475 1.43854
H36 3.08527 -1.74622 1.40976
H37 8.33309 1.26903 4.90045
H38 6.50024 3.46033 2.33285
H39 -3.29113 -1.64195 2.71855
H40 -4.65996 -6.18191 2.54603
H41 5.47870 5.68702 1.89197
H42 -4.93594 -1.48692 2.11146
H43 6.86118 4.65368 3.57091
H44 4.53045 5.56452 3.37524
H45 -0.95280 -6.62897 -0.54548
H46 3.69824 5.30669 -0.58053
H47 0.32700 3.09768 -1.74273
H48 -5.44062 -2.95896 -0.01202
H49 5.02700 -4.39986 0.31020
H50 4.90016 -2.71751 0.78850
H51 0.20683 3.35512 -4.43384
H52 -5.49744 3.99703 -8.51525
H53 -4.12829 -4.09107 -0.34125
H54 2.91555 3.39624 -0.16002
H55 -1.78865 2.07470 0.62794
H56 -2.42934 -4.77327 0.99796
H57 -1.24343 -8.08059 2.50030
H58 6.96076 0.59523 4.04352
H59 0.67874 4.31417 -0.56953
H60 -4.24806 5.97098 -8.14009
H61 -4.19698 0.68295 2.22364
H62 -2.12372 1.15503 2.72767
H63 1.12455 2.08991 -3.59931
H64 4.23445 4.45157 2.02872
H65 -3.83270 2.95166 -5.22304
H66 1.56694 6.34420 -1.24209
H67 -3.84683 0.39975 0.54298
H68 -0.64234 -8.28533 0.89556
H69 7.22868 3.31688 5.40455
H70 4.94004 1.89482 1.80667
H71 -3.76558 -5.33800 7.32411
H72 -1.90460 5.29664 -4.87949
H73 0.59956 -3.17810 0.36201
H74 -3.83432 3.42978 -8.48190
H75 2.24522 4.82470 -4.37327
H76 -1.76077 3.89406 -7.70726
H77 -0.86294 5.18704 -6.92625
H78 1.82963 -2.46476 -0.67928
H79 5.13066 0.54144 2.92993
H80 -2.12701 2.85556 -5.69473
H81 -3.04576 -3.65870 3.37896
H82 -4.97182 5.59442 -6.61630
H83 -4.89120 3.18046 -7.08631
H84 1.84496 -2.57094 2.35233
H85 -1.72169 6.81384 -8.63607
H86 4.09677 1.80976 4.76407

The HOMO energy comes out at -0.294 hartree. The value obtained for the HOMO-LUMO gap is 8.2 eV. The calculation puts the energy at -71979.8779 eV. The strongest force on any atom is 2.182 eV/Å.

***

Computed, not measured: a cluster of 11 separate species, C42H86O21S in total, with ωB97M-V/def2-TZVPD.

Geometry (Å):
S1 17.18548 -0.21900 -11.37738
O1 11.65981 -3.86962 -12.41813
O2 12.83011 -0.28583 -9.86117
O3 13.07517 0.78687 -18.01847
O4 8.63111 0.30222 -13.50291
O5 14.13775 1.62394 -9.96388
O6 11.61775 -7.06691 -14.19445
O7 13.59485 -6.90601 -12.97045
O8 9.67810 -4.98354 -5.85994
O9 13.99310 -5.20984 -7.45801
O10 7.70895 -4.73025 -7.09982
O11 11.38474 -3.83952 -10.12511
O12 16.16534 -0.93693 -12.23078
O13 18.46527 -5.20867 -9.88775
O14 17.44176 -6.68568 -16.11760
O15 19.34019 -6.56957 -8.13776
O16 5.71185 -8.00519 -14.43098
O17 15.01592 -7.27014 -7.74719
O18 12.57168 -1.34165 -17.38578
O19 17.90617 -6.62026 -13.91806
O20 5.34424 -5.70788 -14.16265
O21 10.35814 -0.74025 -12.26780
C1 6.10533 -6.82729 -14.34160
C2 8.82738 -5.22064 -6.85182
C3 3.99387 -5.74166 -14.41932
C4 3.30874 -6.25589 -13.13559
C5 10.08118 -3.99199 -3.68898
C6 14.81060 -4.87906 -6.35713
C7 9.41229 -3.83787 -5.04878
C8 9.23689 -0.34934 -12.39209
C9 18.09141 -6.99556 -15.13720
C10 20.88243 -5.55453 -9.66158
C11 19.27526 -7.97204 -15.25718
C12 19.46986 -5.85357 -9.14398
C13 12.87511 -3.15585 -12.26896
C14 16.94274 -5.77321 -13.38069
C15 12.51472 -6.16683 -16.24176
C16 14.18545 -6.44087 -8.06936
C17 12.08233 1.03466 -19.00947
C18 11.95749 2.46753 -19.39811
C19 16.51574 -3.78129 -10.04003
C20 9.73810 -5.03106 -11.48360
C21 13.45870 0.74466 -10.45410
C22 11.00406 -4.15293 -11.22007
C23 14.39774 -5.36199 -4.94631
C24 8.54389 0.03713 -11.06002
C25 13.14946 0.66373 -11.94412
C26 13.30968 -1.75597 -7.89859
C27 12.06056 -8.70109 -12.55664
C28 12.96242 -0.38903 -8.42061
C29 13.17022 -0.29072 -17.21380
C30 14.20388 -0.10529 -16.12359
C31 18.89436 -0.95368 -11.70756
C32 17.23015 -4.34892 -13.91389
C33 9.37592 0.45023 -14.77655
C34 7.60529 -6.45428 -14.27960
C35 9.30585 -6.22747 -7.86647
C36 12.53675 -7.43124 -13.27801
C37 13.74252 -3.09814 -13.51702
C38 17.01857 -5.21795 -9.61900
C39 17.53721 1.46561 -11.97395
C40 11.83029 -5.84854 -14.92986
C41 9.68643 -0.93966 -15.45844
C42 13.08278 -6.85689 -9.06402
H1 9.34663 -5.06938 -12.50016
H2 3.06527 -5.56484 -12.32857
H3 21.04874 -4.48089 -9.57358
H4 14.81049 -4.82084 -4.09491
H5 13.70011 0.31614 -8.03764
H6 2.38976 -6.73174 -13.47783
H7 21.05972 -5.78522 -10.71203
H8 11.82701 3.15144 -18.55945
H9 8.75290 -7.15051 -7.69236
H10 14.57447 -6.43512 -4.87376
H11 9.08124 -5.71660 -8.80277
H12 13.59957 -6.27225 -16.23272
H13 19.11136 -8.96071 -14.82851
H14 13.40364 -3.63126 -11.44267
H15 7.93205 -6.31805 -13.24870
H16 8.34650 1.08212 -10.82099
H17 10.29578 -0.93632 -16.36222
H18 20.12112 -7.59015 -14.68552
H19 17.27008 1.67538 -13.00968
H20 16.91996 2.08078 -11.31923
H21 14.19348 -2.22221 -8.33405
H22 8.29693 -7.21281 -14.64614
H23 16.67443 -5.46656 -8.61509
H24 3.70363 -6.27001 -15.32745
H25 19.67079 -0.39510 -11.18483
H26 7.82809 -5.57179 -14.87934
H27 9.97438 -4.95285 -3.18554
H28 3.60333 -7.12703 -12.55040
H29 13.38223 -5.24760 -4.56719
H30 13.53501 -1.62576 -6.84011
H31 18.24984 -4.25968 -13.53924
H32 12.24441 -5.38923 -16.95616
H33 16.98706 -3.35426 -10.92524
H34 14.96201 0.60664 -16.44990
H35 16.49838 -3.12242 -9.17188
H36 16.54115 -3.67230 -13.40834
H37 18.93940 -2.02456 -11.50935
H38 16.61106 -5.95377 -10.31225
H39 7.54250 -0.38120 -11.16161
H40 15.46285 -3.91384 -10.28895
H41 14.10642 0.55276 -12.45402
H42 8.39934 -3.53372 -4.78507
H43 11.13992 -3.74444 -3.76571
H44 15.92417 -6.03538 -13.66684
H45 11.12256 0.62862 -18.68997
H46 12.06499 0.01442 -7.95163
H47 11.09648 2.71945 -20.01723
H48 19.47119 -7.92568 -16.32842
H49 12.49252 -8.58728 -11.56237
H50 12.40042 -2.35431 -7.95642
H51 10.80906 -5.48515 -15.04433
H52 12.77948 1.61358 -12.33011
H53 12.76759 -2.13909 -11.89115
H54 8.84577 -0.46829 -10.14267
H55 16.94273 -5.84766 -12.29324
H56 19.06694 -0.73081 -12.76048
H57 15.01762 -3.83610 -6.11739
H58 9.68748 -3.26861 -2.97496
H59 14.59248 -2.41737 -13.46990
H60 8.73834 -1.41093 -15.71752
H61 14.75079 -1.00276 -15.83454
H62 13.16593 -2.73420 -14.36743
H63 8.90506 1.20831 -15.40240
H64 10.97153 -8.67174 -12.52124
H65 8.88365 -4.83809 -10.83492
H66 10.04879 -6.05381 -11.27018
H67 12.64704 -0.24203 -12.28364
H68 21.62722 -6.08086 -9.06463
H69 15.79314 -5.14518 -6.74686
H70 16.99758 -4.24041 -14.97324
H71 10.28857 0.93997 -14.43696
H72 14.06046 -4.10057 -13.80364
H73 12.86150 -6.07511 -9.79062
H74 3.83138 -4.67304 -14.55991
H75 12.15041 -7.00026 -8.51792
H76 13.38704 -7.67784 -9.71331
H77 12.35766 -5.09415 -14.34602
H78 18.57039 1.75240 -11.77798
H79 10.36906 -6.45844 -7.80049
H80 9.81097 -2.89771 -5.42986
H81 12.08736 -7.13114 -16.51664
H82 13.84482 0.39834 -15.22607
H83 12.77432 2.78032 -20.04852
H84 12.39859 0.47911 -19.89233
H85 10.30703 -1.40503 -14.69269
H86 12.31354 -9.63764 -13.05362

The HOMO energy comes out at -0.337 hartree. The value obtained for the HOMO-LUMO gap is 9.6 eV. The calculation puts the energy at -98777.5851 eV. The strongest force on any atom is 4.390 eV/Å.

***

Computed, not measured: a cluster of 9 separate species, C42H88F24N9O24S8 in total, with ωB97M-V/def2-TZVPD.

Geometry (Å):
S1 -2.36934 -0.81711 5.19983
S2 0.02378 4.55477 -9.59769
S3 0.29939 3.54241 -7.32093
S4 -1.47084 5.24841 2.41432
S5 -4.25842 0.59196 -2.21218
S6 -0.07482 3.17246 3.12625
S7 0.00797 -1.58013 5.00538
S8 -2.58209 -0.17923 -4.02857
F1 -0.05584 -1.21436 -3.44779
F2 -4.31177 2.99076 -0.99938
F3 -4.47891 -2.45845 4.74218
F4 -5.13314 -0.56595 5.62539
F5 0.78609 2.56675 -4.88824
F6 -2.97145 4.87960 0.25325
F7 -5.83083 1.63161 -0.17424
F8 0.39091 -3.40116 3.04259
F9 -3.67024 1.32615 0.28478
F10 -1.08454 5.87042 -0.12752
F11 2.03127 1.98020 4.36222
F12 2.27282 -2.82164 4.05837
F13 -1.73701 -2.17058 -2.46231
F14 2.67966 3.73244 3.23056
F15 1.50056 4.68718 -5.06069
F16 0.43382 7.26830 -9.94791
F17 -0.83641 6.73805 -8.38990
F18 -2.75622 6.96279 0.92943
F19 2.21759 1.93059 2.22449
F20 -4.12296 -2.04198 6.84930
F21 2.56370 3.02218 -6.05997
F22 -1.53882 6.57915 -10.35628
F23 -1.42159 -2.48588 -4.56764
F24 0.79996 -4.24322 5.03351
O1 -3.84258 -3.65257 1.69504
O2 0.64943 -1.25962 6.26157
O3 0.23242 2.14958 -7.74180
O4 0.19570 -0.52106 4.01059
O5 3.70420 -4.65871 -0.32064
O6 -3.69614 -0.90748 -4.61673
O7 -5.24728 1.09930 -3.18424
O8 0.70881 4.40625 -10.87723
O9 -2.03914 0.11825 6.31950
O10 1.73714 2.52073 -1.37773
O11 -0.34105 3.72043 4.49587
O12 4.53478 8.95276 3.44490
O13 -0.79252 -5.00208 -2.22497
O14 -0.83598 2.00903 2.71546
O15 -4.49509 -0.78855 -1.68841
O16 -2.60556 -0.17836 3.88241
O17 -2.58607 4.63499 3.05513
O18 -1.96250 0.80178 -4.94844
O19 1.24519 -1.25411 -0.06834
O20 -1.03591 6.46843 3.14148
O21 -1.28690 3.88661 -9.50436
O22 -4.33758 -5.00756 6.53371
O23 -0.91627 4.22133 -6.82824
O24 5.59290 -1.11955 0.26392
N1 -2.77224 0.73780 -2.60316
N2 6.03507 -3.46090 -1.15205
N3 -0.09495 4.21559 1.98935
N4 -0.56600 0.74285 -0.85143
N5 -2.61879 -4.61244 4.20180
N6 1.12638 4.38850 -8.27722
N7 -1.59161 -2.11513 5.05822
N8 2.55211 7.52340 1.38001
N9 -3.66397 -6.12153 -2.54497
C1 6.39255 -1.06307 -0.88296
C2 0.41162 2.89349 -1.42654
C3 4.65139 -5.45022 -1.05699
C4 3.29434 6.45445 0.54018
C5 -4.14987 -1.48067 5.62424
C6 -0.51901 6.43341 -9.59476
C7 -5.42411 -4.15457 -3.07660
C8 3.17655 -5.41671 0.73841
C9 0.21502 8.73204 1.55659
C10 1.34495 3.49108 -5.69109
C11 5.81099 -0.17625 1.29856
C12 -1.30812 -1.60064 -3.57829
C13 1.12114 7.74553 0.72226
C14 -3.61557 -7.62708 -2.25448
C15 -1.11998 -5.89450 -3.25401
C16 -2.97320 -5.56219 6.55419
C17 -3.97481 -8.53264 -3.49940
C18 5.72200 9.09055 4.10985
C19 -2.45184 -5.90226 5.14637
C20 -3.35600 -5.30648 -1.17949
C21 2.48539 -1.52472 0.56408
C22 -2.59505 -5.80722 -3.65927
C23 2.67585 3.35396 -1.93670
C24 5.41870 -4.61211 -2.00886
C25 0.61641 -4.67807 -2.15646
C26 -0.91673 -0.33577 0.19232
C27 0.95535 -3.13413 4.25137
C28 0.28810 -0.78139 0.95971
C29 -4.57643 1.73900 -0.61402
C30 -2.21112 -4.92426 2.73734
C31 4.77348 8.76283 2.08017
C32 -0.36834 2.16379 -0.34510
C33 -2.14206 5.78703 0.72942
C34 -5.05094 -5.67677 -3.14110
C35 2.46296 6.95630 2.84666
C36 -4.36990 -2.68470 0.81334
C37 3.32454 8.87738 1.46209
C38 -5.01371 -4.93360 7.78118
C39 -2.46001 -3.70549 1.87728
C40 1.84689 2.68455 3.21718
C41 5.99335 -2.08541 -1.84372
C42 3.47663 6.79084 -0.93591
H1 -5.13555 -5.94193 8.17681
H2 3.59816 7.86189 -1.09768
H3 6.70997 -2.09872 -2.66492
H4 -4.52782 -4.31770 8.53794
H5 4.94680 -1.86547 -2.05461
H6 2.78738 3.30282 -3.01977
H7 6.23937 -0.13213 -1.42884
H8 6.29225 -4.98269 -2.54521
H9 3.46381 6.63122 3.13077
H10 2.62783 6.50101 -1.55529
H11 -0.84364 8.51305 1.41744
H12 5.38490 -5.93579 -0.41335
H13 -5.19778 -3.64349 -2.14082
H14 -0.46529 -5.72465 -4.10879
H15 -3.81485 -9.59438 -3.31171
H16 1.20082 7.96160 -0.34314
H17 5.71633 0.85671 0.96370
H18 -5.95355 -4.39160 7.67610
H19 -2.44522 -5.76744 -0.79726
H20 3.01022 -2.01044 -0.25857
H21 6.30997 9.93267 3.74487
H22 -3.27564 -8.35323 -4.31616
H23 -1.15097 -5.16521 2.81569
H24 -2.64756 -7.77297 -1.77514
H25 -2.31541 -4.85089 7.05366
H26 2.31551 -4.82066 1.04078
H27 -1.38424 -1.14142 -0.37379
H28 -4.24542 -5.45137 -0.56625
H29 -3.88851 -2.66990 -0.16449
H30 -3.12072 -6.44240 7.17994
H31 -2.76397 -4.75786 -3.90093
H32 2.64886 9.54343 1.99868
H33 0.26781 2.04835 0.53246
H34 4.19796 -6.26431 -1.62245
H35 1.83974 6.06268 2.81265
H36 2.69104 -6.35024 0.45397
H37 0.74882 6.72165 0.75586
H38 5.04875 -0.29371 2.06881
H39 6.76275 -0.30613 1.81372
H40 0.24668 9.77205 1.23185
H41 1.95641 7.67703 3.48858
H42 -1.40757 -6.20226 5.23361
H43 0.74965 0.00912 1.55144
H44 -3.07040 -6.66605 4.67509
H45 -0.81584 -6.89760 -2.95501
H46 -5.03044 -8.36168 -3.71034
H47 -4.26829 -1.69101 1.24962
H48 0.69844 -3.76755 -1.56288
H49 -3.54474 -4.21615 4.27717
H50 0.97520 -4.39609 -3.14634
H51 5.40976 9.20965 5.14736
H52 -0.03999 2.77634 -2.41165
H53 0.24162 3.96454 -1.31681
H54 -2.17424 -3.79442 4.59335
H55 0.27626 0.41601 -1.30296
H56 3.86688 -5.66337 1.54508
H57 -2.72513 -5.73420 2.21974
H58 -5.19183 -6.04926 -4.15575
H59 -0.01767 -1.58806 1.62597
H60 -2.90583 -6.29916 -4.58096
H61 2.55248 4.41335 -1.71185
H62 -4.95182 -3.61065 -3.89464
H63 4.70768 -4.18104 -2.71363
H64 -2.13305 -2.81063 2.40683
H65 2.58673 5.62604 0.57358
H66 -1.35365 0.89921 -1.46400
H67 3.64918 3.08647 -1.52535
H68 2.32883 -2.28617 1.32815
H69 6.99971 -3.68169 -0.94998
H70 6.35430 8.20550 4.18047
H71 -4.40042 -7.75180 -1.50845
H72 -5.43068 -2.85647 0.63067
H73 3.38279 9.23896 0.43546
H74 -6.49649 -4.03326 -3.22949
H75 5.36477 7.88076 1.83435
H76 5.35988 9.58964 1.67939
H77 -5.69134 -6.18894 -2.42299
H78 3.02697 -0.61337 0.81750
H79 7.45446 -1.13559 -0.64808
H80 4.31558 6.28360 -1.41233
H81 1.28503 -5.47404 -1.82865
H82 -1.63170 0.03402 0.92727
H83 0.31554 8.67672 2.64053
H84 -1.28690 2.68334 -0.07231
H85 -3.10708 -4.24939 -1.27271
H86 5.59766 -3.50692 -0.24284
H87 4.17536 6.10139 1.07614
H88 -1.98534 -3.86708 0.90946

As for the total charge: +1. The HOMO energy comes out at -0.315 hartree. The value obtained for the HOMO-LUMO gap is 5.3 eV. The calculation puts the energy at -259407.7172 eV. The strongest force on any atom is 9.239 eV/Å.

***

no.,molecular weight (g/mol)
1,759.2
2,959.2
3,1815.7